14
Properties=species:S:1:pos:R:3:forces:R:3:nbo_charge:R:1 method="wB97M-V/def2-TZVPD" total_charge=0 spin_multiplicity=1
C 0.139 -0.607 -0.334 -1.8 1.5 -1.2 0.417
C 1.346 -0.927 2.293 0.0 5.1 3.0 0.410
C -0.362 -0.463 -1.790 -2.7 3.2 2.8 -0.651
C -0.768 1.541 0.413 4.6 -1.1 -2.6 -0.422
N 0.699 -1.773 -0.195 1.4 -1.9 0.7 -0.744
N -0.007 0.302 0.578 1.3 -1.9 0.5 -0.552
O 1.549 -0.161 3.174 -0.6 -2.4 -2.0 -0.417
S 1.484 -2.074 1.222 0.1 -2.1 -1.4 0.693
H -1.511 -0.587 -1.852 1.7 0.8 0.4 0.224
H -0.043 -1.097 -2.509 1.8 -2.2 -1.7 0.229
H -0.018 0.584 -1.958 -0.7 -0.7 -0.9 0.214
H -1.516 1.406 1.080 -2.7 0.9 1.9 0.209
H 0.006 2.335 0.520 -1.2 0.0 0.6 0.203
H -0.998 1.522 -0.641 -1.2 0.7 -0.1 0.187


117
Properties=species:S:1:pos:R:3:forces:R:3:mulliken_charge:R:1 method="wB97M-V/def2-TZVPD" total_charge=+1 spin_multiplicity=2
C 1.037 -4.992 0.925 -0.6 -0.7 1.0 -0.559
C 1.739 -5.839 2.003 0.6 2.9 0.6 -0.492
O 2.719 -6.518 1.330 1.0 -2.7 -0.9 -0.521
H 1.798 -4.523 0.301 0.0 -0.1 0.1 0.213
H 0.382 -4.222 1.332 -0.2 0.0 0.0 0.046
H 0.474 -5.730 0.354 -0.2 0.4 -0.4 0.371
H 1.176 -6.479 2.683 -0.6 0.1 -0.4 0.467
H 2.356 -5.201 2.636 -0.7 0.7 0.6 0.172
H 2.488 -7.436 1.487 0.7 -0.4 -0.5 0.332
C 3.822 0.307 -3.299 -0.2 -0.1 -2.1 -0.679
C 4.490 0.041 -2.047 1.6 -0.4 2.3 -0.290
O 4.125 0.903 -0.997 0.5 0.5 0.0 -0.527
H 2.761 0.065 -3.240 -0.3 0.6 -0.2 -0.085
H 4.255 -0.310 -4.087 -0.1 -0.4 0.0 0.478
H 4.085 1.304 -3.652 -0.8 0.3 0.2 0.259
H 5.564 0.181 -2.168 0.1 0.0 0.0 0.391
H 4.383 -0.978 -1.676 -0.2 -0.4 -0.3 0.169
H 3.213 0.755 -0.737 -0.2 0.2 0.0 0.098
C -1.468 4.749 1.427 -1.3 -0.2 0.2 -1.566
C -1.386 3.248 1.056 0.5 1.8 0.8 0.325
O -0.769 3.098 -0.193 0.2 -1.3 -1.4 -0.230
H -1.932 5.341 0.638 -0.1 -0.3 -0.3 0.320
H -0.595 5.339 1.707 0.5 -0.8 0.1 0.313
H -2.183 4.814 2.247 0.1 0.1 0.3 0.474
H -2.388 2.822 1.007 0.1 0.1 -0.2 0.120
H -0.830 2.710 1.823 0.1 -0.1 0.1 0.025
H -0.013 3.667 -0.351 0.4 0.7 0.3 0.007
C 1.698 2.597 4.397 0.7 0.3 -1.4 -1.348
C 2.259 2.272 2.959 -0.3 0.3 1.8 0.332
O 2.199 0.866 2.799 0.0 0.4 -0.5 -0.205
H 2.336 2.239 5.205 0.2 -0.1 -0.3 0.386
H 0.715 2.158 4.567 -0.1 0.2 -0.3 0.234
H 1.675 3.686 4.438 -0.3 0.0 0.4 0.423
H 3.261 2.680 2.830 0.5 -0.4 0.4 0.345
H 1.746 2.826 2.173 -0.9 -0.3 0.0 -0.229
H 2.146 0.681 1.858 0.1 0.0 -0.3 -0.048
C 0.312 6.746 -1.045 0.8 -1.4 0.9 -0.920
C 1.506 5.863 -1.478 0.5 3.0 -1.2 -0.485
O 1.592 4.580 -0.964 -0.4 -1.0 0.6 -0.459
H 0.259 6.775 0.043 0.2 0.0 0.2 0.188
H -0.629 6.277 -1.333 -0.1 0.6 -0.5 0.201
H 0.509 7.778 -1.334 -0.5 -0.2 -0.5 0.393
H 2.416 6.440 -1.308 0.2 0.0 1.0 0.434
H 1.602 5.909 -2.563 -0.8 -0.8 -0.5 0.348
H 2.511 4.405 -0.751 0.0 -0.2 0.1 0.267
C 1.134 -3.198 -3.834 -1.5 0.0 0.1 -1.216
C 0.368 -1.872 -3.754 2.4 -0.9 -0.8 1.206
O 0.352 -1.358 -5.027 -0.4 -2.0 -0.2 -0.129
H 0.494 -3.955 -4.286 0.2 -0.1 -0.2 0.370
H 1.297 -3.535 -2.810 0.5 0.1 -0.1 0.338
H 2.011 -3.026 -4.459 0.1 -0.3 0.5 0.369
H 0.926 -1.178 -3.125 -0.2 0.8 0.4 -0.509
H -0.627 -1.900 -3.311 -0.8 0.0 0.1 -0.052
H 0.304 -0.400 -5.040 -0.4 3.0 0.4 0.572
C 3.616 -1.913 1.686 -0.6 -0.8 1.2 -0.622
C 3.831 -1.691 3.259 -0.2 1.3 -1.3 -0.389
O 2.593 -1.544 3.938 -0.2 -1.2 -0.5 -0.563
H 2.763 -2.591 1.641 -0.1 -0.4 -0.1 0.198
H 4.405 -2.373 1.091 0.4 0.0 0.5 0.489
H 3.277 -1.049 1.115 0.3 0.5 0.4 0.038
H 4.226 -0.682 3.385 1.2 -0.3 -0.1 0.236
H 4.423 -2.445 3.778 0.0 0.0 -0.4 0.405
H 2.276 -0.741 3.518 -0.6 0.5 0.5 0.364
C -0.630 -1.118 4.567 0.6 1.4 -0.3 -0.558
C -1.178 -2.510 4.755 -0.3 0.5 0.3 -0.367
O -2.547 -2.480 4.348 -0.1 -0.3 -0.3 -0.429
H -0.751 -0.655 3.588 -0.3 -0.8 -0.6 -0.148
H 0.438 -0.958 4.718 0.0 -0.7 0.5 0.259
H -1.137 -0.358 5.161 -0.2 -0.4 0.6 0.419
H -1.202 -2.782 5.810 0.5 0.1 0.2 0.393
H -0.635 -3.301 4.238 0.2 0.2 -0.3 0.219
H -2.955 -3.198 4.836 -0.4 0.0 -0.2 0.261
C 0.454 2.104 -6.791 -0.7 -0.7 -0.7 -1.138
C -0.602 2.045 -5.665 1.3 -0.2 -1.0 -0.246
O 0.020 1.245 -4.624 0.0 0.2 -0.6 -0.297
H 0.067 2.507 -7.727 -0.2 0.5 0.2 0.396
H 0.682 1.092 -7.126 0.1 -0.4 0.3 0.237
H 1.420 2.564 -6.582 -0.4 0.2 0.5 0.291
H -1.519 1.538 -5.965 0.1 0.0 -0.3 0.263
H -0.905 3.048 -5.365 0.3 -0.1 0.6 0.420
H -0.244 1.630 -3.786 -0.4 -0.4 0.7 0.224
C -3.065 -0.174 -2.686 0.2 0.7 1.0 -0.710
C -2.667 1.053 -1.854 -1.3 -1.6 0.5 0.152
O -1.467 1.558 -2.341 0.5 0.3 -0.8 -0.334
H -3.903 -0.692 -2.218 -0.4 0.4 -0.4 0.456
H -2.270 -0.908 -2.549 0.4 0.0 -0.6 -0.255
H -3.255 0.168 -3.703 0.0 -0.6 -0.1 0.343
H -2.586 0.716 -0.820 0.5 0.0 0.3 -0.397
H -3.512 1.740 -1.812 0.2 0.6 -0.4 0.441
H -1.109 2.154 -1.679 0.0 0.6 0.6 0.379
C -2.966 -3.461 0.736 -0.5 -0.5 -0.8 -0.363
C -3.932 -3.119 -0.450 1.5 -0.4 1.2 0.336
O -5.244 -3.558 -0.220 -0.5 0.5 0.3 -0.548
H -2.919 -4.549 0.786 0.0 -0.1 0.4 0.420
H -3.274 -3.045 1.695 -0.2 -0.1 -0.1 0.034
H -1.946 -3.127 0.549 0.0 0.2 -0.2 -0.143
H -3.549 -3.599 -1.350 0.2 0.2 -0.2 0.459
H -3.861 -2.034 -0.533 -0.7 0.0 -0.4 -0.541
H -5.405 -4.424 -0.601 0.2 0.0 0.0 0.336
C -4.002 0.407 1.707 -0.2 0.3 0.9 -0.256
C -4.772 -0.388 2.745 -0.4 0.7 0.9 -0.476
O -6.182 -0.300 2.649 -0.5 -1.1 -1.3 -0.594
H -2.968 0.366 2.051 0.3 0.1 -0.3 0.033
H -4.362 1.428 1.826 0.2 0.2 -0.4 0.361
H -4.079 0.102 0.663 -0.2 -0.3 0.1 0.011
H -4.742 0.109 3.715 1.7 -0.2 0.2 0.313
H -4.440 -1.424 2.804 0.1 0.1 0.2 0.235
H -6.393 -1.158 2.273 -0.9 0.1 -0.2 0.356
C 0.066 -0.566 0.810 0.9 -1.1 -0.2 0.000
C 0.867 -0.034 -0.389 -2.4 -0.9 -0.4 0.794
O 1.645 1.086 -0.157 0.8 0.5 1.0 0.214
H 0.787 -1.021 1.489 0.1 0.8 0.8 -0.064
H -0.415 -1.519 0.590 -0.6 0.2 -0.8 -0.199
H -0.679 0.087 1.265 0.4 0.2 0.0 -0.266
H 0.179 0.264 -1.181 -0.3 -0.4 -0.3 -0.111
H 1.476 -0.858 -0.760 0.4 0.1 0.0 0.183
H 1.081 1.861 -0.201 -0.2 0.3 0.1 -0.387


56
Properties=species:S:1:pos:R:3:forces:R:3:nbo_charge:R:1 method="wB97M-V/def2-TZVPD" total_charge=0 spin_multiplicity=1
In -0.261 -1.059 -0.109 -1.1 0.5 0.0 1.736
C 1.404 -3.911 2.655 1.4 0.2 0.1 -0.239
O 0.478 -4.936 2.537 -2.3 -0.1 -0.2 -0.523
C -0.882 -4.638 2.294 1.9 -1.0 0.4 0.284
C -1.790 -5.571 2.754 -1.2 0.2 0.1 -0.231
C -3.150 -5.383 2.408 0.6 1.5 -1.3 -0.251
C -3.495 -4.325 1.510 0.8 -1.7 1.0 -0.166
C -2.534 -3.461 0.953 -1.2 -0.6 1.2 -0.200
C -3.061 -2.490 0.009 0.6 -0.3 0.7 0.160
N -2.432 -1.514 -0.494 2.0 1.4 -0.6 -0.398
N -3.119 -0.645 -1.319 0.1 -0.4 0.2 -0.454
C -2.435 0.446 -1.614 -0.7 -0.9 0.6 0.589
O -1.259 0.695 -1.176 0.5 0.0 -0.1 -0.773
C -3.222 1.399 -2.466 0.0 0.3 0.7 -0.113
C -4.549 1.076 -2.811 0.9 -0.3 -0.7 -0.175
C -5.268 1.884 -3.674 0.9 1.2 0.8 -0.216
C -4.731 3.152 -4.021 0.2 -1.6 0.4 -0.196
C -3.456 3.499 -3.563 -0.6 0.6 -1.0 -0.224
C -2.696 2.644 -2.801 0.1 -0.6 0.5 -0.179
C -1.218 -3.576 1.445 -0.7 -0.1 -1.3 0.308
O -0.265 -2.857 0.934 1.2 1.2 -0.4 -0.847
H 2.123 -4.265 3.377 0.7 -0.3 -0.1 0.176
H 1.109 -2.984 3.062 -1.4 1.0 0.8 0.168
H 1.823 -3.595 1.711 0.5 -0.5 -0.3 0.185
H -1.484 -6.431 3.384 0.0 0.8 -0.6 0.232
H -3.900 -6.072 2.744 -0.2 -0.1 0.1 0.215
H -4.507 -4.239 1.174 -0.5 0.0 0.0 0.205
H -4.082 -2.475 -0.276 -1.2 -0.6 0.0 0.197
H -4.926 0.112 -2.498 -0.1 0.1 0.0 0.241
H -6.235 1.527 -3.960 -0.5 0.2 -0.4 0.214
H -5.281 3.788 -4.684 -0.1 0.4 -0.2 0.212
H -3.015 4.430 -3.912 -0.2 0.0 0.3 0.211
H -1.726 2.944 -2.406 -0.1 -0.2 -0.3 0.230
C 5.619 1.112 0.580 1.5 -0.7 -3.4 -1.094
Si 4.251 2.122 -0.290 1.3 -0.8 0.2 1.623
C 4.680 3.936 -0.147 0.7 0.0 -1.1 -1.114
C 4.319 1.764 -2.131 -1.3 0.1 -0.5 -1.122
C 2.672 1.735 0.723 -0.2 1.8 0.8 -0.508
C 2.287 2.648 1.716 0.0 0.9 1.4 -0.092
C 1.165 2.505 2.591 0.7 -0.8 -2.0 -0.288
C 0.341 1.455 2.275 -1.2 -0.9 1.0 0.077
N 0.636 0.593 1.283 -0.4 -0.5 0.3 -0.578
C 1.772 0.684 0.585 0.1 -0.1 -0.7 0.117
S 2.064 -0.535 -0.636 -0.3 -0.3 -0.1 -0.225
H 6.566 0.934 -0.146 -2.0 0.8 1.5 0.233
H 5.351 0.099 0.802 -0.6 -0.7 0.2 0.240
H 5.968 1.532 1.468 0.6 0.9 1.5 0.229
H 5.683 4.180 -0.591 -0.7 -0.6 0.5 0.251
H 4.659 4.264 0.861 0.2 0.5 1.0 0.228
H 4.003 4.563 -0.711 -0.5 0.1 -0.1 0.240
H 4.913 2.553 -2.621 0.4 -0.6 0.3 0.245
H 3.317 1.982 -2.567 0.3 -0.4 0.2 0.247
H 4.590 0.725 -2.417 0.0 0.8 0.1 0.254
H 2.867 3.559 1.956 0.0 -0.6 -0.6 0.214
H 0.902 3.208 3.352 0.1 0.3 0.3 0.234
H -0.584 1.215 2.901 1.3 0.4 -1.2 0.215


Table of relative energy (zero: lowest compared OMol25 entry of this formula, charge and spin) (kcal per mole), in record order: 106.9 72.0 0.0